The following is a DFT calculation (ωB97M-V with the def2-TZVPD basis set) of an isolated molecule of C3H7NO2.

Calculated values
Strongest force on any atom ... 0.39 eV/A
HOMO level ... -10.54 eV
ΔE to the lowest compared entry with this formula, charge and spin ... 25.46 kcal per mole
Net charge ... 0

Cartesian coordinates (Å):
H 0.717 1.078 1.296
N 0.448 1.694 0.531
C -0.183 1.070 -0.378
O -0.673 1.741 -1.441
C -0.533 -0.390 -0.502
C 0.001 -1.299 0.598
O 1.392 -1.527 0.531
H -0.474 2.680 -1.304
H -0.164 -0.727 -1.478
H -1.628 -0.448 -0.547
H -0.291 -0.908 1.586
H -0.464 -2.284 0.497
H 1.851 -0.680 0.611